C6H13N3O2 | ωB97M-V with the def2-TZVPD basis set

```
24
Properties=species:S:1:pos:R:3:forces:R:3:mulliken_charge:R:1
H -2.858492 1.322320 0.379263 0.2 -0.2 0.4 0.285
N -2.061346 1.093146 0.992010 -0.4 -0.8 -0.4 -0.742
C -1.489413 0.034129 0.574953 0.6 1.0 -1.9 1.257
C -1.949358 -0.855041 -0.607094 -2.8 -0.4 0.8 -1.482
C -0.299048 -0.419192 1.385552 0.1 1.2 1.3 -1.092
N 0.673486 -1.344036 0.768896 2.8 0.3 1.6 -0.046
C 1.820486 -0.742033 -0.097750 1.5 -1.6 -0.3 -0.596
C 1.304761 -0.025578 -1.302218 -2.0 0.0 -0.1 -0.799
N 0.334534 0.970316 -0.842367 -0.6 0.0 -0.9 -0.510
C 0.904874 1.987916 -0.197574 1.3 0.4 -1.0 0.604
O 2.127818 2.026683 0.031800 -0.5 1.0 0.9 -0.719
O 0.067254 3.090984 0.106681 -0.3 -2.8 -1.2 -0.501
H -1.802200 -1.926484 -0.406517 -0.3 0.0 0.5 0.371
H -1.576310 -0.818688 -1.616072 0.8 1.2 -0.1 0.301
H -3.111493 -0.708918 -0.731925 2.2 -0.4 0.4 0.354
H 0.269802 0.422244 1.921136 -1.1 -1.2 -1.0 0.262
H -0.789609 -1.063967 2.087420 -0.1 -0.3 1.2 0.508
H 0.152192 -1.959336 0.207139 -0.7 -1.3 -1.0 0.324
H 1.098979 -1.907474 1.607127 -0.8 1.2 -2.3 0.411
H 2.497837 -1.621934 -0.462715 -1.1 1.3 1.2 0.293
H 2.366230 0.048859 0.477373 -0.5 -0.9 -0.1 0.458
H 2.142974 0.369438 -1.810800 1.3 1.0 -0.2 0.441
H 0.937080 -0.692324 -2.139180 -0.5 0.3 1.2 0.250
H -0.761038 2.718971 -0.325140 1.0 1.1 0.9 0.366
```
Positions in Å, forces in eV/Å.

Summary:
Energy relative to the best compared isomer or geometry (same formula, charge and spin)   2.918 eV
Energy   -14995.134 eV
Molar mass   159.189 g mol⁻¹
Multiplicity   1



C28H84N7O11P | ωB97M-V with the def2-TZVPD basis set

```
131
Properties=species:S:1:pos:R:3:forces:R:3:mulliken_charge:R:1
P 0.351656 0.210424 0.097184 0.6 0.2 -0.4 3.124
O 0.897672 1.080658 -1.090532 -0.9 -0.4 0.6 -1.564
O 0.652065 -1.275289 -0.254266 0.0 -0.1 0.0 -1.482
O -1.209509 0.326091 0.224344 0.4 0.5 0.3 -2.340
O 1.040891 0.671291 1.416198 -0.5 -0.7 -0.2 -1.740
C -1.353387 -0.793824 5.230237 0.6 0.4 -0.5 -1.429
C -1.933297 -0.739025 3.794831 2.3 -0.2 0.1 0.796
C -3.370923 -0.796747 3.953146 -1.6 -1.7 -0.7 -1.243
O -4.052198 -1.243913 2.776147 0.9 0.3 0.1 -0.116
C -5.393145 -1.505974 3.060516 -2.4 1.3 0.8 -1.079
N -1.431659 0.479194 3.065575 -0.2 0.3 1.1 0.455
H -2.094140 1.230243 3.196560 -0.3 0.6 -0.1 0.417
H -0.519099 0.799943 3.356169 0.5 0.0 0.5 0.569
H -1.285914 0.355315 2.073851 -0.4 -0.3 -1.6 -0.551
H -0.275563 -0.955830 5.242852 0.1 0.2 -0.1 0.436
H -1.770801 -1.556107 5.888106 -0.2 -0.1 -0.4 0.453
H -1.581139 0.167406 5.690969 0.2 0.1 0.2 0.430
H -1.600979 -1.539325 3.133641 0.0 -0.4 0.4 -0.311
H -3.766950 0.121604 4.386614 -0.4 0.0 0.1 0.455
H -3.403256 -1.655841 4.623233 -0.9 0.4 0.6 0.595
H -5.901817 -0.614467 3.427369 0.0 1.1 -0.7 0.370
H -5.711510 -2.019945 3.967475 1.2 -1.6 0.0 0.381
H -5.993346 -1.832325 2.211199 0.6 -0.3 -0.1 0.320
C -0.903465 5.545425 1.128184 0.1 0.5 -0.6 -1.485
C -1.447044 4.163230 1.375420 0.3 0.0 0.1 0.542
C -2.962861 4.173622 1.630863 0.4 -0.6 -0.2 -1.023
O -3.366750 2.811085 1.744124 -0.2 0.2 0.1 -0.070
C -4.788604 2.529580 1.704095 0.5 -1.0 0.6 -0.588
N -1.086440 3.289527 0.184521 -1.2 0.5 0.2 1.114
H -0.126278 3.241144 -0.125091 1.2 0.4 0.2 -0.209
H -1.358497 2.333788 0.365163 -0.4 -1.3 0.1 -0.274
H -1.615130 3.601397 -0.617560 -0.3 0.3 -0.3 0.447
H 0.056143 5.546142 0.611210 0.3 -0.3 0.5 0.221
H -0.846124 6.147188 2.035203 -0.1 0.0 -0.1 0.466
H -1.529385 6.041571 0.386449 -0.4 0.3 0.2 0.427
H -0.974855 3.663462 2.221216 0.2 0.1 0.0 0.233
H -3.499435 4.713802 0.850870 -0.1 -0.1 -0.4 0.450
H -3.130293 4.742851 2.545220 0.0 -0.1 0.2 0.478
H -5.396847 3.174835 2.337956 0.1 0.6 -0.5 0.383
H -4.899452 1.558289 2.186170 0.2 -0.2 0.0 -0.091
H -5.131813 2.350051 0.685231 -0.1 0.7 0.0 0.315
C -2.136442 -4.642352 -1.132748 0.1 -0.3 -0.7 -1.464
C -2.350416 -3.151486 -1.125961 -1.1 1.4 2.2 0.787
C -3.864117 -2.718834 -1.052617 0.4 0.6 -0.2 -1.062
O -4.044691 -1.258904 -0.897758 1.3 -2.3 -0.8 0.237
C -5.411726 -0.815517 -0.953581 0.8 -0.9 0.7 -0.632
N -1.748304 -2.644752 0.219023 -0.5 -0.4 -0.1 0.353
H -1.999692 -3.175606 1.040667 -0.5 -0.7 0.0 0.521
H -0.740048 -2.597237 0.183592 0.9 0.3 -0.4 0.096
H -2.027865 -1.698343 0.434102 -0.3 1.1 -0.3 -0.211
H -1.072810 -4.872258 -1.070032 0.0 0.0 0.1 0.436
H -2.484529 -5.098127 -2.059678 -0.1 0.1 0.0 0.403
H -2.651946 -5.151884 -0.318653 -0.1 0.2 0.1 0.415
H -1.754025 -2.556129 -1.817307 -0.3 -0.3 -0.5 -0.239
H -4.310724 -3.284719 -0.235060 0.0 0.3 0.5 0.436
H -4.389383 -3.133685 -1.912909 0.1 0.4 -0.5 0.564
H -5.879790 -1.194846 -0.045223 -0.4 0.5 0.1 0.039
H -5.957286 -1.273279 -1.778761 0.1 0.4 -0.4 0.352
H -5.289632 0.267303 -0.980073 -0.7 -0.1 -0.1 0.142
C 4.100568 3.811558 2.107462 0.8 -0.4 0.1 -1.565
C 3.073101 3.509918 1.032153 -0.8 1.3 1.0 0.782
C 3.058354 4.450836 -0.185097 -0.6 -1.2 0.8 -1.139
O 1.804043 4.196022 -0.814958 0.6 -1.1 -0.5 0.297
C 1.738165 4.858067 -2.059977 -0.5 0.9 -0.3 -0.922
N 3.116234 2.076154 0.538712 1.4 1.7 0.1 0.599
H 2.645995 1.407536 1.131955 -1.1 -0.6 0.8 0.075
H 2.675629 1.979998 -0.365011 -0.9 -0.1 -0.7 -0.033
H 4.089722 1.824322 0.443836 0.5 -0.2 0.0 0.460
H 3.871804 3.356375 3.071082 -0.4 -0.2 -0.1 0.410
H 4.138706 4.882712 2.305596 0.1 0.0 -0.2 0.422
H 5.098505 3.437602 1.878568 0.2 0.3 -0.3 0.378
H 2.157262 3.704426 1.590285 -0.6 -0.7 -0.5 -0.231
H 3.936344 4.116714 -0.737912 0.0 0.6 -0.9 0.279
H 3.025297 5.523457 0.005940 0.9 -0.1 0.6 0.632
H 2.435337 4.560843 -2.843382 0.4 -0.5 0.3 0.278
H 1.927373 5.911028 -1.851232 -0.2 0.3 -0.4 0.378
H 0.738244 4.727790 -2.473836 -0.1 0.1 0.2 0.232
C 4.349021 -1.928834 0.907380 -0.1 0.5 1.6 -1.864
C 3.349164 -2.920591 1.577495 0.3 -0.5 -0.4 1.061
C 3.776430 -3.643541 2.874255 -1.1 1.7 0.7 -0.974
O 2.704896 -4.532225 3.218176 1.6 -1.0 -0.3 -0.339
C 3.220510 -5.495814 4.166811 -0.4 -0.3 1.7 -0.837
N 1.972389 -2.196189 1.757693 2.5 -1.3 0.2 0.162
H 2.073446 -1.229240 2.031346 -0.1 0.6 0.5 0.322
H 1.590321 -2.116526 0.826142 -0.9 0.5 -1.3 0.001
H 1.306244 -2.704659 2.321439 0.2 -0.3 0.6 0.474
H 4.510945 -1.122331 1.622527 -0.2 0.3 0.3 0.531
H 4.054125 -1.432295 -0.017054 -0.4 -0.7 0.0 0.191
H 5.379435 -2.271345 0.812217 -0.3 -0.8 -0.3 0.528
H 3.126806 -3.753266 0.910183 -0.2 0.2 -0.3 -0.158
H 3.837370 -2.923055 3.689915 -0.1 0.5 0.2 0.406
H 4.800130 -4.015882 2.912952 -0.2 -0.8 -0.9 0.515
H 3.685419 -4.980345 5.007194 0.2 0.3 -0.1 0.347
H 3.916412 -6.281683 3.873184 0.2 0.5 -1.1 0.336
H 2.444973 -6.071886 4.671578 -0.7 0.4 -0.6 0.282
C 4.142978 -0.154827 -2.967215 0.2 -1.5 0.3 -0.979
C 3.192489 -1.308069 -3.385102 -0.6 1.7 0.0 0.050
C 3.579631 -2.776551 -3.100434 0.4 -0.3 -0.5 -1.174
O 3.504019 -3.242611 -1.762973 -1.5 1.1 -0.9 -0.060
C 3.785845 -4.624931 -1.720086 0.9 -1.0 2.2 -1.086
N 1.799501 -0.971223 -2.841058 0.8 -0.8 0.5 0.854
H 1.779047 -0.735126 -1.859249 -0.1 -0.2 1.1 -0.807
H 1.363971 -0.157307 -3.250883 -0.1 0.6 -0.8 0.217
H 1.196866 -1.773039 -2.959423 -0.3 -0.2 0.0 0.353
H 3.875835 0.820574 -3.373808 -0.3 -0.1 0.2 0.247
H 5.151344 -0.386395 -3.310243 -0.1 0.0 -0.2 0.490
H 4.227199 -0.176880 -1.880698 -0.1 0.5 0.1 0.033
H 2.924960 -1.092684 -4.419578 1.0 -1.0 -0.5 0.497
H 4.608069 -3.011862 -3.374362 0.2 0.8 -0.7 0.564
H 2.986166 -3.422765 -3.747192 -0.4 0.0 -0.1 0.609
H 3.912720 -5.251629 -2.602844 0.0 0.8 -0.5 0.486
H 3.073404 -5.161112 -1.093157 -0.6 0.2 -0.1 0.285
H 4.687073 -4.662324 -1.108131 0.5 -0.5 -0.4 0.370
C -3.288294 0.283792 -4.149097 -1.3 -0.7 1.3 -1.406
C -1.853182 0.323973 -3.863242 1.7 0.3 0.9 0.857
C -1.109896 1.185213 -4.833682 0.8 1.1 -0.4 -1.362
O 0.280477 1.195134 -4.526151 -0.9 -0.2 2.3 -0.325
C 0.969224 2.202860 -5.193087 0.7 0.0 -3.2 -1.049
N -1.573301 0.935273 -2.441068 -1.0 -1.2 -0.8 1.423
H -0.619258 0.884860 -2.113388 2.2 0.9 -0.4 -0.481
H -1.948906 1.840938 -2.198561 -0.1 0.5 -0.9 0.446
H -1.885345 0.407930 -1.638179 -1.2 -1.2 0.6 -0.216
H -3.695412 1.161586 -3.647273 -0.7 0.5 -1.2 0.380
H -3.757079 -0.511579 -3.569686 0.1 -0.3 0.0 0.152
H -3.498004 0.046814 -5.192157 -0.2 0.8 0.0 0.462
H -1.434851 -0.681729 -3.822543 0.3 0.0 0.1 0.170
H -1.516186 2.195606 -4.787341 0.0 0.4 0.5 0.500
H -1.251587 1.007205 -5.899671 -0.2 -1.0 -0.1 0.617
H 0.549042 3.188838 -5.391566 -0.8 0.1 1.2 0.374
H 0.925782 1.805453 -6.207125 0.9 0.3 -0.7 0.439
H 2.013850 2.361053 -4.925050 -0.2 -0.6 0.5 0.302
```
Positions in Å, forces in eV/Å.

Summary:
Energy relative to the best compared isomer or geometry (same formula, charge and spin)   3.300 eV
Energy   -72605.882 eV
Molar mass   725.992 g mol⁻¹
Multiplicity   1
Total charge   +4



Number 1: HOMO-LUMO gap 7.36 eV. Number 2: HOMO-LUMO gap 9.58 eV.